No. 1
The following is a DFT calculation (ωB97M-V/def2-TZVPD) of a molecular structure, C26H31AuF6IN3O2.

Geometry as XYZ:
```
70
Properties=species:S:1:pos:R:3:forces:R:3
Au -0.0878 0.3941 -0.0426 -0.19 0.30 -0.48
C 1.8943 -2.3391 -1.4820 0.14 0.22 0.06
C 2.6850 -1.0897 -1.8231 -0.32 -0.38 0.31
C 3.4466 -1.0049 -2.9720 0.12 -0.10 -0.32
C 4.1804 0.1380 -3.2539 0.05 0.02 -0.06
C 4.1496 1.2222 -2.3897 0.20 0.12 -0.32
C 3.3984 1.1865 -1.2303 -0.19 0.34 0.52
C 3.3543 2.3703 -0.2814 0.10 -0.24 -0.06
C 2.6990 0.0114 -0.9694 -0.09 -0.04 0.19
N 1.9036 -0.0883 0.2369 -0.34 0.28 0.18
C 2.3873 -0.4389 1.3623 0.14 -0.05 0.11
C 3.8347 -0.7381 1.5659 -0.03 -0.07 0.18
C 1.4276 -0.5837 2.5458 0.25 -0.05 -0.24
C 1.9573 -1.0019 3.8791 0.08 -0.02 -0.09
N 0.1965 -0.3857 2.3244 -0.12 -0.08 0.58
C -0.8979 -0.2965 3.1112 -0.07 -0.05 -0.11
C -1.0067 0.7827 4.0711 0.26 -0.10 -0.39
C 0.0998 1.7751 4.2882 0.00 -0.16 0.03
C -2.1589 0.8404 4.7951 -0.50 -0.18 0.17
C -3.1927 -0.1045 4.5981 0.13 0.05 -0.02
C -3.0867 -1.1350 3.6450 -0.27 0.20 0.33
C -1.9732 -1.2456 2.8679 0.50 0.06 -0.16
C -1.8430 -2.2977 1.8051 0.17 0.16 0.07
H 1.8931 -3.0323 -2.3199 0.00 0.02 -0.01
H 0.8496 -2.1098 -1.2404 0.07 -0.02 -0.05
H 2.3222 -2.8650 -0.6206 -0.01 0.06 -0.09
H 3.4633 -1.8480 -3.6548 0.02 0.09 0.04
H 4.7741 0.1860 -4.1588 -0.04 0.00 0.06
H 4.7140 2.1202 -2.6200 -0.05 -0.09 -0.01
H 3.6151 3.2878 -0.8077 0.00 -0.06 -0.01
H 4.0809 2.2533 0.5326 -0.07 -0.02 -0.09
H 2.3678 2.5047 0.1667 0.06 -0.01 -0.06
H 4.3852 -0.6444 0.6347 0.00 0.01 0.00
H 3.9712 -1.7495 1.9581 -0.03 0.05 -0.02
H 4.2593 -0.0484 2.3020 -0.03 -0.04 -0.03
H 2.5089 -1.9391 3.7949 0.02 0.00 -0.01
H 1.1543 -1.1289 4.6003 -0.02 0.01 -0.02
H 2.6591 -0.2492 4.2478 0.01 -0.01 -0.03
H 0.7160 1.9122 3.4018 0.00 0.02 -0.04
H 0.7436 1.4575 5.1155 -0.04 0.00 -0.07
H -0.3173 2.7425 4.5629 -0.02 0.00 0.00
H -2.2752 1.6195 5.5412 -0.07 -0.09 -0.06
H -4.0965 -0.0253 5.1943 0.09 -0.01 -0.06
H -3.8974 -1.8424 3.5163 0.01 0.09 0.05
H -2.6809 -2.9905 1.8434 0.03 0.02 0.04
H -0.9137 -2.8676 1.9106 -0.10 0.06 0.01
H -1.8387 -1.8329 0.8139 -0.01 -0.01 0.03
C -4.0095 0.4675 -1.7975 -0.17 -0.08 0.20
C -2.5036 0.6364 -1.7354 0.33 -0.13 -0.07
O -2.0648 0.5844 -0.3935 -0.04 0.20 -0.50
C -1.8491 -0.5205 -2.5399 0.18 -0.08 0.21
F -2.3881 -0.7054 -3.7303 0.09 -0.03 0.10
F -1.9652 -1.6679 -1.8287 0.09 0.31 -0.27
F -0.5070 -0.3125 -2.7149 -0.41 -0.13 0.10
C -2.1330 2.0033 -2.3732 0.14 -0.10 0.00
F -2.3516 2.0198 -3.6874 0.09 0.07 0.37
F -2.8679 2.9749 -1.8005 0.15 -0.07 -0.23
F -0.8314 2.3195 -2.1538 -0.34 0.00 -0.07
H -4.2785 -0.5082 -1.3933 -0.01 0.04 -0.03
H -4.3620 0.5387 -2.8251 -0.03 0.02 0.03
H -4.4854 1.2448 -1.2005 0.00 -0.08 -0.04
N -2.0916 3.0661 0.9217 0.48 0.21 0.06
C -0.8061 3.3472 1.0697 -0.12 -0.29 -0.08
O 0.1157 2.4975 0.9114 -0.30 0.08 0.00
C -0.4052 4.7540 1.4191 -0.05 -0.06 0.05
I -1.4043 5.5041 3.1421 -0.02 0.00 0.04
H -2.3588 2.2026 0.4597 0.00 -0.34 0.04
H -2.7787 3.7950 1.0185 -0.02 0.13 0.06
H -0.6638 5.4186 0.5977 0.01 0.00 -0.03
H 0.6578 4.7940 1.6057 0.12 0.00 0.01
```
Positions in Å, forces in eV/Å.

- E_HOMO (alpha / beta) (eV) = -14.3 / -14.3
- E_LUMO (alpha / beta) (eV) = -7.23 / -9.56
- max |F| (hartree/bohr) = 0.0127
- spin multiplicity = 3
- net charge = +2


No. 2
The following is a DFT calculation (ωB97M-V/def2-TZVPD) of a molecular structure, C27H58O4P2SiSr in a non-equilibrium geometry.

Geometry as XYZ:
```
93
Properties=species:S:1:pos:R:3:forces:R:3
P 0.2242 -1.8390 -5.4717 -0.78 1.41 -0.02
P 0.2358 2.1398 -5.2327 -0.16 -1.41 -1.25
C -0.2286 -0.4536 -6.5724 -0.05 0.07 -0.56
C 0.5841 0.8486 -6.5620 0.32 0.34 -0.76
H -1.3031 -0.2391 -6.4417 0.45 -0.23 0.01
H -0.1289 -0.8889 -7.5816 -0.10 0.13 0.14
H 1.6669 0.6612 -6.6076 -0.23 -0.02 0.12
H 0.3254 1.3638 -7.5061 0.26 -0.15 0.20
C -1.2971 2.7913 -5.9737 -0.21 0.43 0.02
H -1.7564 3.5524 -5.3329 0.15 -0.26 -0.10
H -2.0317 1.9876 -6.1240 0.29 0.17 0.29
H -1.0999 3.2299 -6.9574 0.25 -0.07 0.10
C 1.5284 3.3510 -5.5501 0.44 0.56 -0.43
H 1.1947 4.0508 -6.3251 0.21 0.00 0.11
H 2.4380 2.8472 -5.9110 -0.27 0.15 0.19
H 1.7737 3.9185 -4.6421 -0.13 -0.18 -0.25
C -1.0959 -2.9993 -5.8092 0.04 -0.79 -0.58
H -1.2407 -3.6743 -4.9607 0.05 0.21 -0.18
H -0.8514 -3.5888 -6.7019 -0.02 0.04 -0.01
H -2.0341 -2.4513 -5.9904 0.50 -0.19 0.24
C 1.8609 -2.3617 -5.9696 0.44 -0.54 -0.87
H 2.5546 -1.5053 -5.9606 -0.35 -0.27 0.08
H 1.8268 -2.7751 -6.9839 0.30 -0.05 0.13
H 2.2265 -3.1247 -5.2700 -0.08 0.17 -0.17
Sr 1.0185 0.0673 1.0213 -0.41 -0.19 -0.07
C -0.1493 2.0277 -3.3602 -2.37 -0.92 3.23
C -1.5927 1.8267 -3.2973 0.76 2.69 0.53
C -2.0568 0.5785 -3.8693 -0.47 0.04 0.88
C -2.1076 -0.6097 -2.8286 -0.69 1.14 -0.81
C -1.1827 -1.6331 -3.2120 0.58 -2.08 -0.52
C 0.1924 -1.4547 -3.7212 -0.05 -0.72 1.57
C 1.1260 -0.2368 -3.4159 1.22 -1.14 0.22
C 0.5564 0.8549 -2.5283 0.45 0.30 -0.59
C -0.3684 -2.0054 1.0986 0.05 -0.41 -0.35
H 0.2195 2.9950 -2.9826 -0.28 -0.09 -0.16
H -2.2668 2.6644 -3.1089 0.29 -0.05 -0.36
H -1.3199 0.3423 -4.6601 -0.09 -0.42 0.19
H -3.0113 0.6958 -4.4080 -0.05 -0.15 0.26
H -1.8568 -0.2539 -1.8003 -1.01 0.45 -0.46
H -3.1418 -0.9833 -2.8930 0.30 0.00 0.60
H -1.5391 -2.6698 -3.2118 0.45 0.34 0.43
H 0.7121 -2.3329 -3.2803 0.28 0.12 -0.61
H 1.5689 0.1888 -4.3552 -0.35 -0.24 0.78
H 2.0006 -0.7017 -2.8962 -0.44 0.46 -0.30
H -0.1688 0.4057 -1.8061 0.41 0.57 -0.83
H 1.3835 1.2704 -1.9145 -0.15 0.14 -0.39
H 0.0078 -2.7160 1.8541 -0.10 0.02 -0.13
H -0.3998 -2.5292 0.1220 -0.14 0.02 0.36
H -1.4052 -1.7458 1.3774 0.30 -0.05 -0.13
C 3.1860 0.4106 4.9098 0.30 0.01 0.17
C 2.0353 -0.5628 4.6865 -0.84 0.64 -0.96
C 2.4983 -1.9192 4.1723 -0.07 -0.09 -0.11
C 1.1947 -0.7068 5.9473 0.01 -0.15 0.50
O 1.1695 0.0017 3.5572 1.21 -0.76 1.50
Si 0.1264 1.3175 3.6396 -0.09 0.30 -0.59
O -0.5117 1.3047 2.1717 0.21 0.41 0.93
O -0.8294 1.2441 4.9699 -0.78 0.06 -0.22
C -2.2004 0.7420 5.0113 0.44 0.21 0.15
C -2.2448 -0.6359 4.3803 -0.16 -0.28 -0.05
C -2.5990 0.6828 6.4814 0.00 -0.19 0.16
C -3.1351 1.6941 4.2808 -0.23 0.09 -0.18
O 1.1954 2.5593 3.9172 -0.32 0.92 0.05
C 0.8924 3.9818 3.7468 0.05 -0.69 0.14
C 0.7138 4.2548 2.2598 -0.03 0.16 -0.25
C -0.3688 4.3787 4.5077 -0.23 0.28 0.13
C 2.0805 4.7609 4.2981 0.10 0.11 0.00
H 3.9090 0.0217 5.6481 -0.31 -0.06 -0.26
H 2.8156 1.3697 5.2905 0.06 -0.21 -0.25
H 3.7294 0.5792 3.9698 -0.14 0.04 0.20
H 3.0559 -2.4682 4.9430 -0.10 0.20 -0.12
H 1.6335 -2.5269 3.8704 0.22 0.20 0.08
H 3.1583 -1.7979 3.3021 -0.12 -0.03 0.14
H 0.7960 0.2562 6.2978 0.11 -0.36 -0.26
H 0.3651 -1.4128 5.7978 0.22 0.30 -0.02
H 1.8171 -1.1084 6.7654 -0.05 0.06 -0.35
H -1.5866 -1.3273 4.9168 -0.11 0.09 -0.12
H -3.2679 -1.0281 4.4290 0.16 0.00 -0.04
H -1.9412 -0.5952 3.3292 -0.01 -0.02 0.13
H -2.6064 1.6790 6.9359 0.08 -0.11 -0.12
H -3.6129 0.2684 6.5555 0.19 0.07 0.05
H -1.9185 0.0389 7.0559 -0.13 0.14 -0.18
H -3.1550 2.6756 4.7658 0.11 -0.09 -0.08
H -2.8481 1.8005 3.2292 0.02 0.00 0.16
H -4.1574 1.2958 4.3181 0.17 0.04 -0.03
H -0.1021 3.6513 1.8496 0.14 0.07 0.10
H 0.4899 5.3148 2.0828 0.09 -0.15 0.05
H 1.6388 4.0030 1.7266 -0.10 0.04 0.03
H -0.2948 4.1329 5.5742 -0.01 -0.12 -0.26
H -0.5044 5.4663 4.4347 0.07 -0.15 -0.02
H -1.2738 3.9245 4.0872 0.25 -0.08 0.10
H 2.2001 4.6134 5.3758 -0.06 -0.10 -0.13
H 3.0127 4.4755 3.8012 -0.13 -0.07 0.03
H 1.9228 5.8313 4.1248 0.03 -0.11 0.02
```
Positions in Å, forces in eV/Å.

- E_HOMO (eV) = -4.2
- E_LUMO (eV) = -0.33
- max |F| (hartree/bohr) = 0.0799
- spin multiplicity = 1
- net charge = 0